1.
{"formula": "C16H35N5O8Ti", "method": "wB97M-V/def2-TZVPD", "species": ["Ti", "C", "O", "O", "O", "C", "C", "O", "N", "C", "H", "H", "H", "H", "H", "H", "H", "C", "C", "O", "N", "C", "H", "H", "H", "H", "H", "H", "H", "C", "C", "O", "N", "C", "H", "H", "H", "H", "H", "H", "H", "C", "C", "O", "N", "C", "H", "H", "H", "H", "H", "H", "H", "C", "C", "O", "N", "C", "H", "H", "H", "H", "H", "H", "H"], "positions_angstrom": [[-0.133, -0.053, 0.554], [-2.982, -0.539, 2.350], [-1.904, 0.061, 2.157], [-2.796, -1.450, 3.140], [-3.545, 0.245, 3.054], [2.895, 1.726, 3.593], [2.326, 1.554, 2.201], [1.680, 0.555, 1.854], [2.491, 2.546, 1.322], [2.989, 3.892, 1.500], [3.945, 2.010, 3.667], [2.688, 0.929, 4.307], [2.502, 2.626, 4.067], [2.285, 2.283, 0.369], [2.685, 4.284, 2.470], [2.452, 4.438, 0.724], [4.050, 4.067, 1.323], [-0.800, -4.458, 0.661], [0.246, -3.340, 0.398], [0.297, -2.281, 1.013], [0.935, -3.464, -0.733], [1.039, -4.675, -1.612], [-1.636, -4.572, -0.029], [-1.264, -4.204, 1.614], [-0.400, -5.467, 0.764], [1.441, -2.626, -0.981], [2.088, -4.957, -1.700], [0.852, -4.354, -2.637], [0.473, -5.567, -1.345], [-1.735, -2.550, -2.745], [-2.394, -1.624, -1.745], [-1.746, -1.017, -0.932], [-3.695, -1.487, -1.892], [-4.508, -0.601, -1.075], [-2.121, -2.473, -3.762], [-1.924, -3.497, -2.240], [-0.656, -2.408, -2.806], [-4.115, -2.122, -2.556], [-4.217, 0.418, -1.332], [-4.326, -0.880, -0.037], [-5.547, -0.865, -1.273], [-1.549, 4.303, -0.481], [-1.579, 2.800, 0.041], [-0.731, 2.013, -0.218], [-2.605, 2.431, 0.785], [-3.858, 3.172, 0.993], [-1.157, 4.917, 0.330], [-2.508, 4.678, -0.838], [-0.827, 4.382, -1.293], [-2.460, 1.485, 1.108], [-3.585, 4.009, 1.637], [-4.657, 2.572, 1.428], [-4.204, 3.583, 0.045], [3.758, -1.672, -0.294], [3.036, -0.586, -1.062], [1.800, -0.589, -1.242], [3.788, 0.369, -1.564], [3.367, 1.552, -2.291], [3.364, -2.639, -0.606], [3.590, -1.589, 0.780], [4.830, -1.517, -0.417], [4.710, 0.433, -1.156], [3.420, 2.385, -1.590], [2.303, 1.606, -2.523], [3.841, 1.798, -3.241]], "spin_multiplicity": 5, "e_lumo_ev": [4.24, 4.40], "charge": -2, "s2": 6.005}


2.
{"formula": "C16H36Cl4N4O4", "method": "wB97M-V/def2-TZVPD", "species": ["C", "N", "C", "C", "O", "H", "H", "H", "H", "H", "H", "H", "C", "N", "C", "C", "O", "H", "H", "H", "H", "H", "H", "H", "C", "N", "C", "C", "O", "H", "H", "H", "H", "H", "H", "H", "C", "N", "C", "C", "O", "H", "H", "H", "H", "H", "H", "H", "Cl", "C", "C", "Cl", "H", "H", "H", "H", "Cl", "C", "C", "Cl", "H", "H", "H", "H"], "positions_angstrom": [[-2.890, 2.112, -1.596], [-1.528, 2.313, -1.117], [-1.027, 3.635, -0.690], [-0.674, 1.251, -0.996], [0.464, 1.312, -0.569], [-2.797, 1.322, -2.341], [-3.318, 3.006, -2.050], [-3.502, 1.764, -0.764], [-0.944, 4.303, -1.547], [-1.723, 4.101, 0.008], [-0.060, 3.428, -0.230], [-1.209, 0.308, -1.192], [2.247, -7.912, -0.974], [1.714, -9.062, -1.805], [1.877, -8.940, -3.252], [1.033, -10.018, -1.221], [0.544, -10.989, -1.752], [3.293, -7.739, -1.227], [2.109, -8.035, 0.100], [1.744, -7.054, -1.418], [1.434, -7.980, -3.517], [2.925, -8.815, -3.526], [1.403, -9.727, -3.838], [0.952, -9.881, -0.132], [-3.066, 5.754, -8.080], [-4.051, 6.403, -7.331], [-3.635, 7.492, -6.539], [-5.273, 5.888, -7.378], [-6.189, 6.243, -6.608], [-2.334, 6.462, -8.469], [-3.339, 4.992, -8.811], [-2.499, 5.144, -7.377], [-2.762, 7.180, -5.965], [-3.229, 8.197, -7.265], [-4.320, 8.005, -5.864], [-5.401, 5.115, -8.152], [2.735, 6.614, 6.122], [3.753, 5.536, 6.195], [4.207, 5.130, 7.498], [4.437, 5.194, 5.088], [5.426, 4.418, 4.990], [1.866, 6.234, 6.659], [2.211, 6.715, 5.172], [3.192, 7.529, 6.500], [3.318, 4.862, 8.069], [4.886, 4.284, 7.391], [4.777, 5.921, 7.984], [4.015, 5.683, 4.196], [-5.843, -4.923, 1.375], [-5.672, -6.590, 0.893], [-5.671, -6.695, -0.666], [-4.290, -5.868, -1.382], [-6.568, -7.045, 1.317], [-4.820, -7.017, 1.422], [-6.617, -6.240, -0.959], [-5.553, -7.700, -1.071], [7.296, -3.017, 5.376], [6.118, -1.968, 6.339], [4.847, -1.742, 5.528], [4.050, -3.290, 5.146], [6.619, -1.004, 6.425], [6.027, -2.254, 7.387], [5.218, -1.277, 4.615], [4.066, -1.066, 5.878]], "e_lumo_ev": 0.36, "e_above_lowest_kcal_mol": 49.3}


3.
{"formula": "C16H36HgNO12P2S", "method": "wB97M-V/def2-TZVPD", "species": ["Hg", "C", "C", "C", "O", "P", "O", "C", "P", "O", "O", "C", "C", "C", "O", "C", "C", "C", "O", "C", "C", "C", "H", "H", "H", "H", "H", "H", "H", "H", "H", "H", "H", "H", "H", "H", "H", "H", "H", "H", "H", "H", "H", "H", "H", "H", "H", "H", "H", "H", "H", "H", "O", "S", "O", "O", "O", "N", "C", "C", "C", "O", "O", "H", "H", "H", "H", "H", "H"], "positions_angstrom": [[2.369, -1.185, -0.382], [-3.286, 2.116, -1.593], [-2.631, 1.360, -2.742], [-2.314, 2.287, -3.909], [-1.471, 0.643, -2.354], [-0.422, 1.061, -1.155], [0.855, 0.308, -1.449], [-1.219, -0.315, 0.191], [-0.250, -0.374, 1.654], [1.234, -0.406, 1.627], [-0.607, 1.001, 2.449], [-1.939, 1.357, 2.793], [-2.361, 2.543, 1.942], [-1.971, 1.672, 4.279], [-0.912, -1.511, 2.558], [-0.154, -2.124, 3.624], [0.650, -3.282, 3.068], [-1.167, -2.563, 4.664], [-0.104, 2.641, -1.787], [1.176, 3.210, -1.531], [1.807, 3.581, -2.861], [1.016, 4.407, -0.606], [-4.245, 2.527, -1.918], [-2.647, 2.941, -1.268], [-3.459, 1.456, -0.742], [-3.327, 0.588, -3.089], [-1.531, 2.985, -3.614], [-3.209, 2.841, -4.208], [-1.956, 1.710, -4.763], [-1.217, -1.280, -0.311], [-2.219, 0.002, 0.497], [-2.611, 0.512, 2.603], [-1.828, 3.443, 2.260], [-3.436, 2.722, 2.027], [-2.107, 2.362, 0.895], [-1.296, 2.504, 4.491], [-1.642, 0.810, 4.859], [-2.980, 1.947, 4.596], [0.521, -1.373, 4.046], [-0.003, -3.949, 2.503], [1.122, -3.830, 3.889], [1.416, -2.923, 2.384], [-1.861, -3.279, 4.218], [-1.744, -1.716, 5.039], [-0.660, -3.043, 5.503], [1.816, 2.466, -1.050], [1.169, 4.289, -3.399], [1.930, 2.685, -3.469], [2.791, 4.034, -2.712], [0.369, 5.159, -1.067], [1.985, 4.863, -0.387], [0.563, 4.092, 0.335], [6.476, -1.557, -0.400], [5.132, -1.716, -0.939], [5.106, -2.363, -2.263], [4.437, -0.366, -1.042], [4.259, -2.515, 0.009], [2.129, -2.370, -2.589], [1.484, -3.677, -2.693], [1.475, -4.419, -1.352], [0.398, -3.885, -0.406], [-0.630, -4.564, -0.238], [0.619, -2.754, 0.135], [1.793, -1.708, -3.275], [3.148, -2.449, -2.681], [1.990, -4.305, -3.438], [0.452, -3.539, -3.029], [2.464, -4.312, -0.896], [1.264, -5.475, -1.531]], "spin_multiplicity": 2, "e_lumo_ev": [4.31, 4.30], "charge": -2, "s2": 0.754}


4.
{"formula": "C16H36N5O8", "method": "wB97M-V/def2-TZVPD", "species": ["O", "C", "O", "O", "H", "C", "C", "O", "N", "C", "H", "H", "H", "H", "H", "H", "H", "C", "C", "O", "N", "C", "H", "H", "H", "H", "H", "H", "H", "C", "C", "O", "N", "C", "H", "H", "H", "H", "H", "H", "H", "C", "C", "O", "N", "C", "H", "H", "H", "H", "H", "H", "H", "C", "C", "O", "N", "C", "H", "H", "H", "H", "H", "H", "H"], "positions_angstrom": [[0.067, 0.325, -0.877], [-1.160, -0.294, -0.564], [-1.518, -1.182, -1.361], [-1.729, 0.084, 0.480], [0.418, -0.275, -1.556], [-3.996, 4.067, 2.620], [-3.554, 2.733, 2.012], [-4.377, 1.842, 1.915], [-2.255, 2.634, 1.635], [-1.239, 3.633, 1.890], [-4.309, 4.710, 1.794], [-3.184, 4.558, 3.152], [-4.854, 3.891, 3.260], [-1.962, 1.749, 1.190], [-1.308, 4.484, 1.211], [-0.250, 3.183, 1.807], [-1.292, 3.953, 2.934], [3.291, -0.506, 0.556], [3.600, -1.968, 0.346], [4.505, -2.536, 0.946], [2.811, -2.611, -0.553], [3.024, -4.013, -0.832], [4.174, 0.112, 0.384], [2.927, -0.301, 1.559], [2.553, -0.158, -0.171], [2.386, -2.026, -1.258], [2.636, -4.642, -0.036], [4.090, -4.198, -0.992], [2.524, -4.279, -1.764], [-2.536, 0.113, 4.129], [-3.510, -1.054, 4.047], [-4.373, -1.153, 3.205], [-3.331, -2.021, 5.001], [-4.145, -3.216, 5.078], [-1.983, 0.142, 3.189], [-1.878, -0.108, 4.974], [-3.047, 1.061, 4.263], [-2.635, -1.937, 5.718], [-3.555, -4.094, 4.808], [-5.003, -3.144, 4.416], [-4.526, -3.335, 6.096], [-0.089, -2.725, -4.100], [1.231, -2.099, -3.695], [1.249, -1.133, -2.949], [2.352, -2.640, -4.240], [3.688, -2.150, -3.947], [-0.571, -2.042, -4.798], [-0.720, -2.827, -3.220], [0.084, -3.670, -4.617], [2.224, -3.582, -4.565], [3.793, -1.090, -4.160], [4.365, -2.708, -4.591], [3.941, -2.316, -2.898], [-0.387, 3.459, -2.093], [1.108, 3.538, -2.314], [1.690, 4.586, -2.562], [1.730, 2.343, -2.248], [3.163, 2.239, -2.424], [-0.844, 4.367, -2.491], [-0.559, 3.490, -1.019], [-0.871, 2.588, -2.524], [1.293, 1.541, -1.804], [3.703, 2.350, -1.476], [3.531, 3.008, -3.097], [3.401, 1.249, -2.817]], "e_lumo_ev": 2.31, "charge": -1, "e_above_lowest_kcal_mol": 0.0}


5.
{"formula": "C16H37BCoN2OP2", "method": "wB97M-V/def2-TZVPD", "species": ["Co", "H", "H", "P", "P", "C", "H", "H", "H", "C", "H", "H", "H", "C", "H", "H", "H", "C", "H", "H", "H", "C", "H", "H", "H", "C", "H", "H", "H", "C", "O", "H", "H", "H", "H", "B", "N", "H", "C", "N", "C", "C", "C", "C", "C", "C", "C", "C", "H", "H", "H", "H", "H", "H", "H", "H", "H", "H", "H", "H"], "positions_angstrom": [[-0.352, -0.800, -0.560], [-2.618, -0.897, -1.965], [-0.974, -2.189, -2.086], [0.210, 0.408, -2.198], [-1.721, -1.762, 0.723], [-2.268, -0.656, 2.045], [-2.754, -1.271, 2.811], [-1.401, -0.138, 2.475], [-2.980, 0.060, 1.612], [-3.283, -2.510, 0.144], [-3.071, -3.375, -0.501], [-3.830, -2.845, 1.031], [-3.872, -1.765, -0.402], [-0.998, -3.231, 1.547], [0.008, -3.031, 1.930], [-1.656, -3.501, 2.382], [-0.950, -4.051, 0.818], [-1.139, 1.008, -3.286], [-0.768, 1.818, -3.927], [-1.533, 0.196, -3.910], [-1.940, 1.396, -2.652], [1.131, 1.965, -2.004], [2.013, 1.816, -1.375], [1.436, 2.341, -2.984], [0.467, 2.716, -1.546], [1.325, -0.431, -3.398], [0.783, -1.185, -3.982], [1.749, 0.308, -4.086], [2.150, -0.917, -2.859], [0.788, -2.080, -0.766], [1.561, -2.961, -0.871], [-0.975, -2.617, -3.756], [-1.684, -3.667, -2.606], [-3.847, -2.476, -2.602], [-3.032, -1.257, -4.009], [-2.903, -1.811, -2.944], [-1.530, -2.684, -2.889], [-1.928, -0.615, -1.077], [0.752, 2.826, 3.604], [1.150, 3.403, 2.353], [2.246, 4.337, 2.410], [0.913, 2.656, 1.125], [1.530, 1.290, 1.100], [2.946, 1.227, 1.197], [3.519, 0.079, 1.769], [2.684, -0.893, 2.306], [1.290, -0.817, 2.085], [0.815, 0.068, 1.111], [0.775, 3.615, 4.371], [1.421, 2.008, 3.926], [-0.265, 2.406, 3.515], [3.219, 3.828, 2.528], [2.285, 4.911, 1.475], [2.096, 5.003, 3.279], [-0.181, 2.569, 0.996], [1.317, 3.269, 0.306], [3.547, 2.072, 0.881], [4.606, 0.011, 1.830], [3.095, -1.724, 2.888], [0.623, -1.453, 2.667]], "spin_multiplicity": 6, "e_lumo_ev": [-5.54, -8.94], "charge": 2, "e_above_lowest_kcal_mol": 6.0, "s2": 8.830}


6.
{"formula": "C16H37ClN2O5P", "method": "wB97M-V/def2-TZVPD", "species": ["O", "P", "Cl", "N", "C", "C", "C", "C", "N", "H", "H", "H", "H", "H", "C", "C", "C", "O", "H", "H", "H", "H", "H", "H", "H", "H", "C", "C", "C", "O", "H", "H", "H", "H", "H", "H", "H", "H", "C", "C", "C", "O", "H", "H", "H", "H", "H", "H", "H", "H", "C", "C", "C", "O", "H", "H", "H", "H", "H", "H", "H", "H"], "positions_angstrom": [[2.344, -3.237, -2.225], [3.480, -2.332, -3.108], [5.371, -2.714, -2.263], [3.182, -0.577, -2.729], [1.918, -0.086, -2.332], [1.477, 1.344, -2.000], [2.685, 2.349, -2.144], [3.971, 1.596, -2.563], [4.218, 0.251, -2.826], [1.419, -3.026, -2.492], [1.090, -0.881, -2.242], [0.420, 1.682, -1.703], [2.577, 3.465, -1.977], [4.891, 2.276, -2.689], [-1.976, -5.791, -4.105], [-1.104, -5.312, -2.956], [-1.475, -6.004, -1.653], [-1.253, -3.899, -2.802], [-3.031, -5.567, -3.914], [-1.706, -5.277, -5.032], [-1.871, -6.868, -4.258], [-0.052, -5.505, -3.188], [-2.512, -5.787, -1.378], [-0.847, -5.642, -0.834], [-1.354, -7.087, -1.734], [-2.180, -3.718, -2.597], [1.934, 0.313, 1.922], [0.669, -0.472, 1.617], [0.246, -1.322, 2.804], [0.893, -1.316, 0.484], [2.768, -0.361, 2.145], [2.233, 0.912, 1.056], [1.788, 0.981, 2.775], [-0.138, 0.218, 1.354], [1.021, -2.053, 3.057], [-0.658, -1.890, 2.567], [0.050, -0.703, 3.683], [1.606, -1.931, 0.708], [-2.948, 1.761, 1.453], [-2.926, 1.941, -0.056], [-4.065, 1.185, -0.722], [-1.678, 1.471, -0.571], [-2.830, 0.706, 1.722], [-2.117, 2.300, 1.917], [-3.884, 2.127, 1.880], [-2.999, 3.004, -0.301], [-3.986, 0.110, -0.527], [-4.030, 1.313, -1.807], [-5.035, 1.534, -0.360], [-1.605, 0.530, -0.359], [1.703, 4.220, 3.169], [0.191, 4.357, 3.085], [-0.270, 5.715, 3.591], [-0.423, 3.329, 3.860], [2.046, 4.308, 4.205], [2.020, 3.236, 2.813], [2.203, 4.986, 2.570], [-0.134, 4.221, 2.049], [0.005, 5.854, 4.641], [-1.359, 5.796, 3.535], [0.171, 6.525, 3.005], [-0.143, 3.440, 4.779]], "e_lumo_ev": -5.16, "charge": 1}


7.
{"formula": "C16H37CrF8N4O8S2", "method": "wB97M-V/def2-TZVPD", "species": ["Cr", "F", "F", "C", "F", "F", "F", "S", "O", "O", "N", "S", "O", "O", "C", "F", "F", "F", "C", "O", "C", "C", "N", "C", "C", "O", "C", "H", "H", "H", "H", "H", "H", "H", "H", "H", "H", "H", "H", "H", "H", "H", "C", "C", "C", "O", "C", "N", "H", "H", "H", "H", "H", "H", "H", "H", "H", "H", "H", "C", "C", "C", "O", "C", "N", "H", "H", "H", "H", "H", "H", "H", "H", "H", "H", "H"], "positions_angstrom": [[-0.468, 0.554, 0.453], [0.629, -0.735, 1.551], [-1.236, 2.229, -0.432], [-2.343, -2.537, 2.815], [-3.278, -3.390, 3.193], [-2.050, -1.613, 3.795], [-1.185, -3.220, 2.565], [-2.959, -1.571, 1.220], [-2.513, -2.445, 0.087], [-4.431, -1.579, 1.316], [-2.167, -0.011, 1.232], [-3.269, 0.795, 2.080], [-3.902, 0.180, 3.267], [-2.834, 2.105, 2.615], [-4.611, 1.387, 0.690], [-4.365, 2.606, 0.167], [-4.643, 0.538, -0.346], [-5.782, 1.382, 1.285], [-0.270, -5.135, -1.398], [-0.638, -3.780, -1.422], [0.425, -2.895, -1.112], [0.354, -1.470, -1.585], [-0.829, -0.664, -1.196], [-1.536, -0.236, -2.405], [-2.485, -1.330, -2.943], [-1.901, -2.335, -3.684], [-2.819, -3.086, -4.391], [0.492, -5.291, -2.161], [-1.167, -5.732, -1.560], [0.194, -5.410, -0.451], [1.277, -3.295, -1.663], [0.658, -2.905, -0.048], [0.593, -1.486, -2.649], [1.208, -1.168, -0.979], [-1.392, -1.478, -0.994], [-0.959, 0.165, -3.239], [-2.203, 0.557, -2.066], [-3.210, -0.815, -3.575], [-3.023, -1.836, -2.141], [-3.621, -3.288, -3.681], [-2.421, -4.077, -4.610], [-3.270, -2.618, -5.266], [0.464, 1.087, 4.445], [0.800, 2.176, 3.361], [2.297, 1.997, 2.940], [2.678, 2.721, 1.767], [2.663, 4.191, 1.850], [0.019, 2.160, 2.135], [1.030, 1.128, 5.375], [0.752, 0.097, 4.093], [-0.623, 1.168, 4.487], [0.753, 3.101, 3.937], [2.578, 0.945, 2.889], [2.949, 2.382, 3.724], [3.044, 4.714, 0.973], [3.208, 4.537, 2.728], [1.736, 4.653, 2.190], [-0.792, 2.640, 2.499], [0.496, 2.937, 1.701], [1.722, 3.156, -1.660], [2.188, 1.739, -1.425], [3.682, 1.344, -1.396], [3.757, -0.075, -1.565], [5.097, -0.626, -1.795], [1.622, 1.267, -0.159], [0.659, 3.396, -1.707], [2.217, 3.457, -2.583], [2.157, 3.920, -1.016], [1.844, 1.125, -2.258], [3.941, 1.767, -0.425], [4.314, 1.820, -2.145], [4.965, -1.708, -1.773], [5.858, -0.199, -1.142], [5.513, -0.394, -2.775], [2.152, 0.425, 0.018], [2.209, 1.887, 0.381]], "spin_multiplicity": 4, "e_lumo_ev": [-0.49, 0.04], "e_above_lowest_kcal_mol": 114.1, "s2": 3.776}


Which calculated total energy belongs to each record? In order, -64097.5479; -81414.2785; -76829.8476; -41011.4526; -79078.0136; -52212.0605; -111359.9052 eV.
Which M belongs to each record? In order, 473.350; 490.300; 729.064; 426.491; 405.178; 403.908; 681.606 g mol⁻¹.